(1)
Below is a molecular structure, C24H42IrN3Se2Te2, with properties calculated with wB97M-V/def2-TZVPD.

## Properties
F_max (eV/A): 0.76
Frontier orbital gap (spin up / spin down) (eV): 5.90 / 4.85
Spin multiplicity: 5
Energy relative to the best compared isomer or geometry (same formula, charge and spin) (kcal per mole): 5.56
Highest occupied orbital energy (spin up / spin down) (eV): -6.1 / -7.0
LUMO level (spin up / spin down) (hartree): -0.008 / -0.080

```
74
Properties=species:S:1:pos:R:3:forces:R:3:lowdin_charge:R:1
Ir -0.1590 -0.3055 0.4892 -0.282 -0.409 -0.198 0.724
C 0.8732 0.7017 2.2419 0.116 0.098 0.235 -0.204
C 1.8670 0.0316 1.4109 -0.603 -0.354 0.118 -0.296
C 2.3835 1.0737 0.5096 -0.109 0.369 -0.088 -0.132
C 1.7241 2.2612 0.8389 0.209 -0.062 0.020 -0.030
C 0.8611 2.0854 1.9314 -0.105 -0.058 0.038 -0.203
C 0.2210 3.2120 2.7089 -0.020 0.079 -0.008 -0.547
C -0.5801 4.1342 1.7781 0.020 -0.071 0.054 -0.035
C -0.6788 2.6969 3.8330 0.092 0.043 -0.054 -0.049
C 1.3563 4.0339 3.3464 -0.016 -0.019 -0.030 -0.042
C 3.4298 1.0523 -0.6028 0.033 -0.033 -0.109 -0.524
C 3.4509 2.3976 -1.3510 0.013 -0.102 0.069 -0.071
C 3.1217 -0.0100 -1.6652 0.035 0.026 0.050 -0.074
C 4.8477 0.8664 -0.0348 -0.048 0.001 -0.051 -0.045
C 2.5903 -1.1964 2.0047 0.200 -0.042 0.006 -0.536
C 1.6558 -2.0755 2.8519 -0.073 0.184 -0.075 -0.076
C 3.6831 -0.6577 2.9454 -0.022 0.012 -0.072 -0.030
C 3.2141 -2.1363 0.9686 -0.037 0.036 -0.021 -0.056
H 0.5264 0.3115 3.1877 -0.014 -0.072 -0.041 0.096
H 1.8827 3.2069 0.3426 -0.038 -0.015 -0.013 0.102
H -1.3684 3.5801 1.2690 -0.009 0.024 0.012 0.056
H 0.0700 4.5816 1.0240 -0.014 -0.007 -0.032 0.080
H -1.0371 4.9453 2.3517 0.005 0.009 -0.008 0.085
H -1.4525 2.0403 3.4432 -0.133 -0.096 -0.034 0.068
H -1.1582 3.5379 4.3403 -0.004 -0.017 -0.014 0.085
H -0.0973 2.1506 4.5790 -0.031 -0.034 -0.031 0.086
H 2.0163 4.4402 2.5786 0.013 0.016 0.025 0.081
H 1.9542 3.4059 4.0098 0.012 0.018 -0.004 0.089
H 0.9482 4.8642 3.9292 -0.007 -0.003 -0.007 0.084
H 2.4681 2.6370 -1.7611 0.003 0.034 -0.004 0.078
H 4.1551 2.3229 -2.1815 0.001 0.017 -0.007 0.085
H 3.7807 3.2159 -0.7086 -0.035 0.014 -0.010 0.085
H 2.1711 0.2262 -2.1484 -0.002 -0.028 -0.037 0.046
H 3.0433 -1.0113 -1.2555 -0.040 0.025 -0.043 0.030
H 3.9007 -0.0102 -2.4324 0.007 0.010 0.005 0.090
H 5.0444 1.6228 0.7280 0.027 -0.016 0.009 0.092
H 5.5822 0.9903 -0.8343 0.004 -0.013 -0.008 0.086
H 5.0014 -0.1140 0.4078 0.047 0.075 -0.016 0.052
H 1.3214 -1.5767 3.7630 -0.044 0.022 -0.039 0.081
H 2.1805 -2.9844 3.1507 0.066 0.042 0.022 0.087
H 0.7791 -2.3718 2.2788 -0.095 -0.079 -0.007 0.013
H 3.2362 -0.0101 3.7026 0.011 -0.017 0.028 0.089
H 4.4264 -0.0730 2.4038 -0.002 -0.041 0.077 0.063
H 4.1849 -1.4864 3.4510 0.039 0.015 0.000 0.088
H 2.4519 -2.4956 0.2743 0.007 -0.004 -0.023 0.038
H 3.6411 -3.0048 1.4748 0.019 0.019 0.035 0.088
H 4.0122 -1.6683 0.3991 -0.063 -0.079 -0.002 0.054
Se -2.0458 -1.7681 1.8952 0.590 0.212 -0.423 -0.102
Te -2.6448 -3.8009 0.6505 0.383 0.166 0.001 0.207
Te -0.4523 -4.1190 -0.9166 -0.355 0.181 0.046 0.198
Se 0.1070 -1.8116 -1.5642 -0.063 0.131 0.496 -0.116
C -4.6755 3.0758 1.4157 0.061 -0.109 -0.087 -0.154
C -4.3591 1.6194 1.7020 0.016 0.117 0.002 -0.175
N -3.0103 1.3822 1.2379 -0.026 0.040 0.034 0.046
C -2.5641 1.7915 0.0270 0.048 0.072 -0.063 -0.392
N -1.4557 1.2747 -0.4428 0.175 -0.305 0.261 -0.061
C -0.9186 1.7976 -1.6902 -0.041 0.067 -0.014 -0.242
C -2.0282 2.2383 -2.6274 0.013 -0.011 0.094 -0.153
C -2.8802 3.2637 -1.9083 0.066 -0.072 -0.106 -0.153
N -3.2810 2.7663 -0.6008 0.057 -0.089 0.004 -0.035
C -4.5349 3.2965 -0.0797 -0.058 0.052 0.105 -0.153
H -3.9587 3.7004 1.9525 -0.051 0.031 0.033 0.115
H -5.6843 3.3376 1.7331 0.001 0.011 -0.002 0.118
H -5.0827 0.9625 1.2033 -0.005 0.002 0.016 0.125
H -4.3936 1.4028 2.7691 0.017 0.003 -0.012 0.124
H -2.5132 0.5792 1.5889 0.028 -0.121 -0.011 -0.044
H -0.3233 1.0121 -2.1562 0.037 0.021 0.018 0.055
H -0.2437 2.6366 -1.4748 0.030 -0.022 -0.029 0.113
H -2.6345 1.3685 -2.8915 -0.012 0.012 -0.032 0.125
H -1.6233 2.6666 -3.5445 0.014 -0.005 0.001 0.119
H -3.7829 3.4775 -2.4841 -0.036 0.039 0.047 0.123
H -2.3230 4.2001 -1.7900 -0.050 0.034 -0.023 0.129
H -5.3772 2.8254 -0.6015 0.009 0.028 -0.037 0.128
H -4.5655 4.3647 -0.3058 0.016 0.000 -0.036 0.125
```
Forces are in eV/Å.

=====

(2)
Below is a molecular structure, C24H42N10O4PbSb in a non-equilibrium geometry, with properties calculated with wB97M-V/def2-TZVPD.

## Properties
F_max (eV/A): 2.31
Frontier orbital gap (eV): 3.34
Spin multiplicity: 1
Total charge: +3
Highest occupied orbital energy (eV): -13.9
LUMO level (hartree): -0.387

```
82
Properties=species:S:1:pos:R:3:forces:R:3:lowdin_charge:R:1
Pb 0.2592 -0.1132 -0.3963 -0.946 0.795 -0.740 1.453
C -4.2210 -0.0331 -2.5870 0.023 -0.188 -0.007 -0.008
C -2.9469 0.5375 -2.0170 -0.120 0.361 -0.183 -0.381
O -2.5293 0.0505 -0.9466 0.384 -0.212 0.523 -0.146
C -2.3101 1.6432 -2.7111 0.732 0.061 0.650 -0.102
C -2.8851 2.1273 -3.9018 0.011 0.436 -0.408 -0.039
C -2.3953 3.2288 -4.5612 -0.182 -0.127 0.005 -0.070
C -1.3097 3.9375 -4.0211 -0.225 -0.137 -0.056 -0.055
C -0.7125 3.5081 -2.8689 0.063 -0.500 0.308 -0.019
C -1.1370 2.3243 -2.1918 -0.772 0.245 -1.176 -0.369
O -0.4491 1.9450 -1.1725 0.597 -0.890 1.151 -0.278
H -4.5598 -0.8563 -1.9619 0.020 0.018 0.031 0.078
H -4.0432 -0.4136 -3.5935 -0.072 0.007 -0.017 0.098
H -5.0090 0.7177 -2.6508 0.039 0.013 -0.020 0.101
H -3.7538 1.6379 -4.3189 0.029 -0.035 0.003 0.108
H -2.8616 3.5599 -5.4782 -0.006 0.019 0.017 0.111
H -0.9489 4.8275 -4.5201 0.020 0.006 -0.005 0.117
H 0.1389 4.0241 -2.4437 -0.007 0.036 0.001 0.115
C -1.8358 3.8999 3.5183 0.111 0.218 0.055 0.011
N -2.2375 2.6083 2.9551 0.254 -0.360 -0.153 -0.096
C -3.6553 2.4996 2.6300 -0.216 -0.023 -0.101 0.010
C -1.3793 1.6238 2.6927 0.078 0.679 0.682 -0.414
N -1.6526 0.6485 1.8485 -0.660 -2.024 -0.903 -0.013
N -0.1826 1.6599 3.3644 -0.141 -0.121 0.184 0.165
C 1.1086 1.5190 2.8385 0.795 -0.206 -0.467 -0.474
N 2.0489 2.0069 3.6765 -0.086 0.061 0.219 0.187
N 1.3574 0.9980 1.6891 -0.388 0.283 0.391 0.048
H -2.3982 4.6850 3.0165 -0.009 -0.032 -0.017 0.114
H -0.7797 4.0932 3.3484 -0.013 -0.024 -0.037 0.102
H -2.0596 3.9497 4.5863 -0.008 -0.056 -0.030 0.116
H -4.2221 3.0341 3.3897 0.012 0.010 -0.013 0.115
H -3.9736 1.4599 2.6381 0.035 0.017 0.030 0.068
H -3.8781 2.9394 1.6554 0.059 0.012 0.015 0.122
H -2.3943 0.8865 1.1949 0.148 0.107 -0.313 0.033
H -0.2073 2.1993 4.2153 -0.069 0.021 0.021 0.144
H 1.8406 2.3848 4.5851 0.018 0.007 -0.017 0.121
H 3.0198 1.9752 3.4208 0.025 -0.028 -0.031 0.128
H 2.3465 1.0607 1.4704 0.046 0.028 0.107 0.063
C -4.3098 -1.0995 1.7499 0.436 -0.080 -0.089 -0.205
Sb -2.2577 -1.5533 2.2110 -0.773 1.113 1.418 1.689
C -2.0297 -1.2744 4.3064 0.160 -0.112 -0.354 -0.218
C -2.2784 -3.7317 2.1461 0.480 0.156 -0.492 -0.158
H -4.8128 -0.8759 2.6915 0.089 0.009 0.047 0.039
H -4.7435 -1.9930 1.3033 0.039 0.013 -0.028 0.035
H -4.3892 -0.2697 1.0540 0.047 -0.026 -0.073 0.010
H -2.6577 -2.0067 4.8143 -0.021 -0.026 -0.045 0.043
H -2.3254 -0.2670 4.5876 -0.044 0.000 -0.036 0.020
H -0.9886 -1.4512 4.5722 -0.005 0.005 0.016 0.034
H -3.2831 -3.9561 2.5119 -0.095 0.318 -0.045 0.053
H -1.5101 -4.0677 2.8342 0.048 0.119 -0.047 0.033
H -2.1185 -4.1224 1.1466 0.004 0.025 -0.004 0.025
N 3.2966 -4.3327 0.6393 -0.155 0.192 0.130 0.033
C 2.0447 -4.3554 1.3992 0.032 0.183 -0.086 -0.106
C 1.3438 -2.9924 1.2307 0.162 -0.427 0.248 -0.515
O 0.2926 -2.7067 1.7899 0.123 0.246 -0.194 -0.067
O 2.0041 -2.1855 0.4397 0.569 -0.325 0.077 -0.023
H 3.3589 -5.0798 -0.0397 -0.020 0.033 -0.027 0.112
H 4.1148 -4.3852 1.2335 -0.027 -0.031 0.006 0.114
H 2.8413 -2.7549 0.2039 -0.493 0.168 -0.012 0.127
H 2.2018 -4.5321 2.4626 -0.054 0.028 0.031 0.141
H 1.3671 -5.1287 1.0391 -0.050 0.009 0.007 0.140
N -0.2922 -3.5800 -3.6802 0.064 0.010 0.016 0.086
C -1.4016 -3.8690 -2.9329 -0.135 0.023 0.177 -0.060
C -1.3891 -2.9732 -1.9058 0.043 -0.024 -0.006 -0.156
N -0.2907 -2.1522 -2.0128 0.150 -0.032 -0.371 -0.059
C 0.3456 -2.5461 -3.0965 -0.002 0.019 0.043 -0.176
H -0.0067 -4.0625 -4.5174 0.016 0.031 -0.035 0.171
H -2.0869 -4.6581 -3.1893 0.022 0.016 -0.032 0.128
H -2.1015 -2.8431 -1.1091 -0.115 -0.020 -0.049 0.085
H 1.2538 -2.1090 -3.4790 -0.007 -0.055 -0.041 0.125
C 4.1226 1.0840 -4.7803 0.150 0.056 -0.229 0.020
N 3.6043 0.7316 -3.4654 -0.033 -0.073 0.164 -0.105
C 4.3683 0.3885 -2.3804 0.011 -0.029 0.207 -0.028
C 3.4967 0.1366 -1.3652 0.056 -0.023 -0.077 -0.140
N 2.2102 0.3198 -1.8174 0.012 -0.125 0.068 -0.072
C 2.3191 0.6782 -3.0873 -0.198 0.094 -0.003 -0.137
H 4.7835 1.9447 -4.7039 -0.070 0.034 0.048 0.107
H 3.2984 1.3243 -5.4458 -0.032 0.001 0.041 0.101
H 4.6876 0.2511 -5.1942 -0.064 -0.033 0.022 0.105
H 5.4438 0.3554 -2.4171 -0.014 0.030 -0.044 0.138
H 3.7019 -0.1607 -0.3502 0.085 -0.011 -0.036 0.095
H 1.4938 0.9170 -3.7407 0.030 0.043 -0.009 0.151
```
Forces are in eV/Å.

=====

(3)
Below is a molecular structure, C24H43BF4P2Y in a non-equilibrium geometry, with properties calculated with wB97M-V/def2-TZVPD.

## Properties
F_max (eV/A): 5.13
Frontier orbital gap (spin up / spin down) (eV): 2.42 / 2.42
Spin multiplicity: 1
Total charge: +1
Energy relative to the best compared isomer or geometry (same formula, charge and spin) (kcal per mole): 82.02
Highest occupied orbital energy (spin up / spin down) (eV): -8.4 / -8.5
LUMO level (spin up / spin down) (hartree): -0.221 / -0.225

```
75
Properties=species:S:1:pos:R:3:forces:R:3:lowdin_charge:R:1
Y -0.1220 -0.0027 -1.6351 -0.293 1.055 4.349 1.280
C -0.5271 -2.6676 2.6338 -3.511 2.766 2.525 -0.177
C 0.8185 -2.7958 2.2241 3.469 0.848 0.129 -0.109
C 0.6918 -1.0849 3.7627 3.109 -0.419 -0.085 -0.084
C -0.6157 -1.5983 3.5625 -2.841 -3.484 -2.088 -0.156
C 1.5824 -1.8478 2.9450 -0.343 0.257 -0.386 -0.192
C -1.6879 -3.3971 2.0580 -0.169 -0.330 0.135 -0.040
H -1.4209 -3.8201 1.0802 -0.271 0.040 0.208 0.074
H -2.5396 -2.7116 1.9433 0.158 -0.328 0.015 0.076
H -2.0222 -4.2282 2.7003 0.093 0.177 -0.222 0.105
C -1.8183 -1.1640 4.3104 -0.179 0.127 -0.097 0.009
H -2.7160 -1.6696 3.9382 0.171 0.166 0.129 0.087
H -1.9487 -0.0765 4.2511 -0.036 -0.175 -0.025 0.085
H -1.7133 -1.4090 5.3763 -0.012 -0.003 -0.105 0.108
C 1.0778 -0.0690 4.7566 0.312 0.211 -0.526 0.037
H 1.0268 -0.4980 5.7691 -0.168 -0.073 -0.125 0.130
H 0.4091 0.8014 4.7322 -0.051 -0.236 0.030 0.095
H 2.1119 0.2562 4.6003 -0.208 -0.070 0.057 0.092
C 3.0135 -1.5266 2.7457 0.599 0.072 0.189 -0.049
H 3.6368 -1.8970 3.5752 -0.068 0.134 -0.279 0.096
H 3.1451 -0.4328 2.6732 0.103 -0.469 -0.076 0.058
H 3.3757 -1.9953 1.8226 0.115 0.255 0.237 0.070
C 1.3465 -3.6647 1.1265 -0.010 0.110 -0.366 0.009
H 1.7292 -4.6902 1.3681 -0.422 0.880 0.281 0.127
H 2.1736 -3.1295 0.6391 -0.071 -0.275 0.160 0.077
H 0.5662 -3.8045 0.3646 0.117 -0.115 0.202 0.076
C -1.4355 0.6992 -3.7615 -0.511 1.074 -0.860 -0.202
C -1.7373 -0.5804 -3.4306 -1.454 -1.232 -0.988 -0.262
C -1.1571 -1.8544 -4.0646 0.671 -0.373 0.010 -0.179
C 0.3956 -1.7906 -4.2882 0.157 -0.364 -0.472 -0.201
C 1.2014 -0.9403 -3.2729 0.175 -1.281 -0.588 -0.280
C 1.4646 0.4451 -3.1775 0.521 0.918 -1.304 -0.310
C 0.9709 1.5683 -4.0898 0.131 0.335 -0.405 -0.199
C -0.3774 1.1746 -4.7358 0.490 0.304 -0.730 -0.170
H -1.6419 -2.1189 -5.0538 0.169 0.382 1.039 0.133
H 0.5825 -1.5361 -5.3561 0.096 0.068 0.750 0.108
H -1.3581 -2.7007 -3.3614 0.012 0.551 -0.571 0.109
H -0.1628 0.3792 -5.4655 -0.238 0.397 0.108 0.109
H -2.2070 1.4820 -3.5866 0.569 -0.730 0.273 0.110
H -2.6949 -0.7508 -2.8630 0.832 0.415 -1.123 0.106
H -0.7974 2.0472 -5.2870 0.349 -0.626 0.242 0.131
H 0.8548 2.4980 -3.4952 -0.087 -0.435 -0.174 0.096
H 2.2786 0.7402 -2.4832 -0.375 -0.277 -0.528 0.064
H 1.7019 1.8806 -4.8861 -0.431 -0.520 0.436 0.125
H 0.7890 -2.8275 -4.1881 -0.283 0.622 -0.114 0.110
H 1.8613 -1.5597 -2.6378 -0.022 0.191 -0.340 0.095
P -2.5166 1.0061 0.0201 0.732 -1.396 -0.389 1.058
P 2.2741 1.7927 0.5130 0.149 -1.545 0.426 0.935
C -1.1810 2.1684 -0.9657 -1.039 -0.641 -0.133 -0.419
C 0.2739 2.4664 -0.5107 1.898 1.839 0.933 -0.297
H -1.8273 3.0799 -0.9685 0.749 -0.316 0.406 0.115
H -1.2152 1.9756 -2.0730 0.280 -0.096 0.610 0.015
H 0.7975 3.0867 -1.2641 -0.676 -0.166 0.129 0.046
H 0.2210 3.0846 0.3997 -0.277 -0.075 -0.355 0.025
C 2.7260 3.1318 1.7615 -0.861 0.249 -0.563 -0.275
H 3.4501 2.8400 2.5463 -0.389 -0.577 -0.635 0.058
H 1.7947 3.4067 2.2525 -0.010 0.159 0.200 0.012
H 3.1502 4.0128 1.2782 -0.133 0.017 -0.133 0.041
C 3.7141 2.0666 -0.6538 -0.528 0.209 -0.805 -0.339
H 3.5526 3.0403 -1.1688 0.537 -0.521 0.219 0.049
H 3.7367 1.2614 -1.4153 0.027 0.536 0.400 0.003
H 4.7165 2.0317 -0.1470 -1.176 0.246 -0.053 0.065
C -3.9816 1.3170 -1.0703 -0.187 0.933 -0.702 -0.290
H -4.7833 0.5510 -1.0635 0.768 0.160 0.188 0.058
H -3.7093 1.5464 -2.1210 -0.332 -0.164 0.479 0.028
H -4.4598 2.2246 -0.6461 0.296 -0.357 -0.274 0.054
C -2.2472 -0.9183 -0.4678 -1.176 0.293 -1.285 -0.317
H -1.9350 -1.5960 0.3246 0.193 0.518 0.214 -0.006
H -1.8244 -1.2873 -1.4655 -0.680 -0.275 1.175 -0.026
H -3.3566 -1.0753 -0.6382 1.249 -0.277 0.190 0.061
F -0.2303 1.3348 2.2120 0.085 0.202 -0.225 0.032
B -1.0611 2.3652 2.7643 -1.598 -0.134 -0.930 -1.241
F -2.3725 2.3038 2.0639 1.552 1.095 1.069 -0.089
F -1.3347 2.0279 4.0576 0.249 0.108 1.008 0.145
F -0.4761 3.6225 2.6061 -0.069 -0.563 -0.096 0.123
```
Forces are in eV/Å.

=====

> Among the records above, which one has the highest F_max?

C24H43BF4P2Y

=====

> What is the formula in the second record?

C24H42N10O4PbSb